{
  "formula": "C2H5N3O",
  "method": "ωB97M-V with the def2-TZVPD basis set",
  "species": ["N", "C", "O", "N", "C", "N", "H", "H", "H", "H", "H"],
  "positions_angstrom": [[-1.66262, 0.01032, -0.58348], [-0.92084, -0.73626, 0.29934], [-1.10800, -1.90949, 0.53555], [0.12932, 0.01682, 0.88112], [1.17042, 0.44072, 0.04856], [2.33278, 0.62778, 0.51579], [-2.43377, -0.47137, -1.02172], [-1.82418, 0.98040, -0.35470], [0.48121, -0.41267, 1.73078], [0.87120, 0.55677, -0.99930], [2.97565, 0.90636, -0.22240]],
  "atomic_forces_ev_per_a": [[-0.092, -0.023, -0.010], [-0.135, -0.179, -0.073], [0.014, 0.475, 0.027], [0.151, -0.274, -0.027], [0.130, 0.052, 0.045], [-0.218, -0.030, -0.194], [0.081, -0.003, 0.136], [0.166, -0.129, -0.089], [-0.014, 0.018, -0.092], [0.028, 0.059, 0.181], [-0.110, 0.036, 0.095]],
  "charge": 0,
  "smiles": "[H]/N=C/NC(N)=O",
  "e_homo_ev": -9.8,
  "max_force_ev_per_a": 0.48,
  "total_energy_ha": -318.74120,
  "de_lowest_kcal_mol": 5.8,
  "homo_lumo_gap_ev": 10.6
}


{
  "formula": "C4H7N3",
  "method": "ωB97M-V with the def2-TZVPD basis set",
  "species": ["C", "C", "N", "C", "N", "C", "N", "H", "H", "H", "H", "H", "H", "H"],
  "positions_angstrom": [[1.08904, -0.47860, 0.69708], [1.11827, 0.82111, -0.07549], [-0.26538, 1.28162, -0.15585], [-1.20339, 0.31389, -0.35439], [-2.38016, 0.47603, -0.79979], [-0.65247, -1.02805, 0.03520], [-0.92225, -2.22282, 0.01094], [0.32120, -1.73755, 0.36412], [0.95295, -0.33281, 1.77143], [1.98549, -1.08190, 0.51515], [1.55502, 0.66321, -1.07312], [1.71731, 1.57629, 0.44024], [-0.46194, 2.17651, -0.57323], [-2.85370, -0.42692, -0.80229]],
  "atomic_forces_ev_per_a": [[-0.129, 0.197, 0.101], [0.107, 0.009, 0.010], [-0.138, 0.126, -0.114], [0.140, 0.111, 0.015], [0.251, -0.132, 0.137], [0.022, -0.481, 0.041], [0.320, 0.596, 0.055], [-0.140, -0.441, -0.052], [-0.019, 0.014, -0.155], [-0.169, -0.082, -0.057], [-0.076, 0.034, 0.143], [-0.081, -0.032, -0.087], [-0.001, 0.034, -0.003], [-0.089, 0.047, -0.034]],
  "charge": 0,
  "e_homo_ev": -8.5,
  "max_force_ev_per_a": 0.68,
  "total_energy_ha": -320.72164,
  "de_lowest_kcal_mol": 101.4,
  "homo_lumo_gap_ev": 9.3
}


{
  "formula": "C4H9N3",
  "method": "ωB97M-V with the def2-TZVPD basis set",
  "species": ["C", "C", "C", "C", "N", "N", "N", "H", "H", "H", "H", "H", "H", "H", "H", "H"],
  "positions_angstrom": [[0.58885, 0.49227, -1.91705], [-0.49441, 0.35798, 0.56089], [-0.07983, 0.61490, 2.00282], [-0.51274, -1.07230, 0.14707], [-0.98584, 1.38788, 0.06938], [-1.45101, 1.35450, -1.26932], [-0.60333, 0.88065, -2.13910], [1.17845, 0.37669, -2.76760], [1.06964, 0.64009, -1.00760], [-0.82896, 0.35735, 2.76016], [-0.08203, 1.68578, 2.13948], [0.91699, 0.34216, 2.40249], [-1.15276, -1.09796, -0.72085], [-0.92158, -1.68121, 0.96291], [0.45717, -1.27696, -0.16191], [-0.87824, 1.10416, -3.21085]],
  "atomic_forces_ev_per_a": [[1.938, -0.641, -1.425], [0.325, -1.629, 4.156], [0.414, 0.973, 1.159], [-2.002, 1.405, -0.083], [-0.483, 1.545, -3.566], [-1.421, 0.068, 0.222], [-2.101, 2.218, -1.789], [0.911, -0.303, -1.233], [0.391, -0.066, 1.386], [-0.023, -0.796, -0.339], [0.108, 0.546, -0.254], [-0.466, -0.607, -0.722], [-0.316, -0.587, -0.318], [0.450, 0.039, -0.280], [1.859, -1.147, -0.362], [0.415, -1.018, 3.447]],
  "charge": 0,
  "e_homo_ev": [-7.5, -7.5],
  "max_force_ev_per_a": 4.48,
  "total_energy_ha": -321.91507,
  "de_lowest_kcal_mol": 110.0,
  "homo_lumo_gap_ev": [8.3, 8.3]
}